ORCA calculation (ωB97M-V/def2-TZVPD) on a 2-piece molecular cluster, HO5P overall in a non-equilibrium geometry.

## Properties
ΔE to the lowest compared entry with this formula, charge and spin ... 1.303 eV
Gap between HOMO and LUMO ... 0.206 hartree

```
! RIJCOSX wB97M-V def2-TZVPD def2/J DEFGRID3
* xyz -2 1
O -0.84844 1.61492 -1.07597
O -1.55336 -0.84249 -1.51024
O 0.87483 -0.05490 -2.01916
O 0.57432 -0.33398 2.56969
O 1.41781 -0.78630 1.40972
P -0.49675 0.19953 -1.44020
H 0.03159 0.20322 2.06617
*
```